Entry 1:
Molecular formula: C30H41ClINO12P2
Method: DFT, ωB97M-V/def2-TZVPD

Geometry as ORCA input:
```
! RIJCOSX wB97M-V def2-TZVPD def2/J DEFGRID3
* xyz 0 1
C -3.108 -1.711 -1.155
C -4.126 -0.675 -0.600
C -3.929 0.767 -1.158
C -2.442 1.041 -1.372
C -1.527 1.010 -0.404
O -1.873 0.690 0.884
C -0.071 1.288 -0.719
O 0.672 1.814 0.079
C 0.364 0.825 -2.111
C -0.591 0.841 -3.140
C -0.230 0.382 -4.400
Cl -1.521 0.381 -5.612
C 1.048 -0.083 -4.734
C 1.458 -0.609 -6.105
C 1.023 0.227 -7.332
C 1.845 -0.306 -8.565
I 1.380 2.339 -7.138
C 2.001 -0.091 -3.690
C 3.429 -0.578 -3.866
C 4.379 0.684 -4.020
C 5.832 0.328 -4.458
O 5.402 0.790 -3.067
C 1.645 0.354 -2.400
C 2.652 0.294 -1.289
C 3.417 1.382 -0.873
C 4.325 1.348 0.178
N 4.533 0.227 0.869
C 3.825 -0.819 0.472
C 2.878 -0.889 -0.542
C -1.980 1.373 -2.783
O -2.671 2.039 -3.514
H -2.888 -1.586 -2.226
H -3.557 -2.707 -1.006
H -2.172 -1.691 -0.580
H -5.122 -1.076 -0.838
H -4.028 -0.633 0.492
H -4.345 1.534 -0.487
H -4.457 0.808 -2.123
H -1.469 1.361 1.456
H 1.040 -1.623 -6.258
H 2.544 -0.730 -6.193
H -0.019 0.072 -7.615
H 2.106 -1.356 -8.345
H 1.172 -0.351 -9.434
H 2.723 0.307 -8.788
H 3.601 -1.183 -4.758
H 3.822 -1.093 -2.982
H 3.944 1.609 -4.436
H 6.459 1.144 -4.826
H 6.290 -0.568 -4.030
H 3.275 2.337 -1.390
H 4.881 2.246 0.451
H 4.011 -1.754 1.018
H 2.327 -1.803 -0.766
C -9.324 -0.248 4.795
O -8.442 -0.882 3.849
P -7.824 0.049 2.590
O -6.995 -1.035 1.982
O -6.972 0.942 3.660
C -5.840 0.346 4.289
O -7.528 1.211 1.399
C -8.644 2.036 1.006
H -10.273 -0.782 4.812
H -8.869 -0.300 5.785
H -9.510 0.798 4.549
H -5.788 -0.729 4.122
H -5.904 0.528 5.363
H -4.938 0.817 3.901
H -9.024 2.600 1.862
H -9.439 1.420 0.582
H -8.300 2.737 0.249
C 6.677 0.199 6.851
O 5.441 -0.303 7.394
P 4.290 -0.884 6.323
O 3.254 -1.277 7.315
O 5.244 -2.126 5.866
C 5.395 -3.225 6.758
O 3.382 -1.026 4.920
C 3.574 0.001 3.919
H 6.813 1.232 7.171
H 7.499 -0.404 7.237
H 6.695 0.161 5.762
H 4.997 -3.015 7.751
H 6.458 -3.453 6.851
H 4.880 -4.089 6.338
H 4.614 0.019 3.587
H 3.292 0.977 4.324
H 2.939 -0.222 3.067
*
```

Output
M = 832.0 g mol⁻¹
energy = -97030.8675 eV
HOMO = -9.36 eV
maximum force = 8.5 eV Å⁻¹
SMILES = CCCC1=C(O)C(=O)c2c(c(Cl)c(C[C@H](C)I)c(C[C@@H]3CO3)c2-c2ccncc2)C1=O.COP(=O)(OC)OC.COP(=O)(OC)OC

Calculated atomic charges, method Löwdin, unit e: number 1, C, carries -0.095; number 2, C, carries -0.223; number 3, C, carries -0.110; number 4, C, carries -0.088; number 5, C, carries -0.202; number 6, O, carries 0.078; number 7, C, carries -0.211; number 8, O, carries 0.138; number 9, C, carries -0.005; number 10, C, carries -0.088; number 11, C, carries -0.469; number 12, Cl, carries 0.757; number 13, C, carries -0.192; number 14, C, carries -0.213; number 15, C, carries -0.795; number 16, C, carries -0.170; number 17, I, carries 0.839; number 18, C, carries -0.094; number 19, C, carries -0.057; number 20, C, carries -0.263; number 21, C, carries 0.002; number 22, O, carries -0.126; number 23, C, carries -0.058; number 24, C, carries -0.181; number 25, C, carries -0.031; number 26, C, carries -0.113; number 27, N, carries 0.062; number 28, C, carries -0.168; number 29, C, carries 0.002; number 30, C, carries -0.292; number 31, O, carries 0.092; number 32, H, carries 0.076; number 33, H, carries 0.074; number 34, H, carries 0.069; number 35, H, carries 0.106; number 36, H, carries 0.098; number 37, H, carries 0.124; number 38, H, carries 0.116; number 39, H, carries 0.124; number 40, H, carries 0.142; number 41, H, carries 0.096; number 42, H, carries 0.022; number 43, H, carries 0.074; number 44, H, carries 0.075; number 45, H, carries 0.047; number 46, H, carries 0.104; number 47, H, carries 0.122; number 48, H, carries 0.142; number 49, H, carries 0.098; number 50, H, carries 0.115; number 51, H, carries 0.132; number 52, H, carries 0.114; number 53, H, carries 0.114; number 54, H, carries 0.126; number 55, C, carries -0.114; number 56, O, carries -0.239; number 57, P, carries 0.617; number 58, O, carries -0.267; number 59, O, carries -0.286; number 60, C, carries -0.103; number 61, O, carries -0.238; number 62, C, carries -0.124; number 63, H, carries 0.083; number 64, H, carries 0.091; number 65, H, carries 0.076; number 66, H, carries 0.084; number 67, H, carries 0.085; number 68, H, carries 0.088; number 69, H, carries 0.081; number 70, H, carries 0.082; number 71, H, carries 0.086; number 72, C, carries -0.113; number 73, O, carries -0.234; number 74, P, carries 0.578; number 75, O, carries -0.266; number 76, O, carries -0.277; number 77, C, carries -0.109; number 78, O, carries -0.225; number 79, C, carries -0.122; number 80, H, carries 0.083; number 81, H, carries 0.090; number 82, H, carries 0.076; number 83, H, carries 0.082; number 84, H, carries 0.084; number 85, H, carries 0.089; number 86, H, carries 0.071; number 87, H, carries 0.085; number 88, H, carries 0.070

=====

Entry 2:
Molecular formula: C30H41N3O5
Method: DFT, ωB97M-V/def2-TZVPD

Geometry as ORCA input:
```
! RIJCOSX wB97M-V def2-TZVPD def2/J DEFGRID3
* xyz 0 1
C 5.786 4.553 -0.041
H 6.060 5.476 0.468
O 5.349 3.677 0.968
C 4.959 2.420 0.613
C 4.934 1.928 -0.686
C 4.505 0.636 -0.930
C 4.104 -0.190 0.110
C 4.142 0.299 1.412
C 4.558 1.588 1.659
H 4.589 1.976 2.664
H 3.849 -0.330 2.238
N 3.632 -1.504 -0.160
C 4.407 -2.338 -0.904
O 5.475 -1.986 -1.367
C 3.876 -3.732 -1.198
C 2.740 -4.201 -0.305
C 1.722 -3.072 -0.181
H 1.381 -2.765 -1.174
C 0.540 -3.498 0.685
O 0.675 -3.825 1.845
N -0.649 -3.501 0.048
H -0.706 -3.155 -0.896
C -1.900 -3.719 0.739
H -2.463 -4.509 0.231
H -1.635 -4.057 1.743
C -2.733 -2.438 0.811
H -2.090 -1.627 1.157
H -3.533 -2.580 1.539
C -3.347 -2.075 -0.554
N -4.037 -0.808 -0.637
C -5.217 -0.705 0.198
C -6.031 0.518 -0.221
C -5.194 1.790 -0.084
C -5.974 3.019 -0.538
H -6.875 3.143 0.059
H -6.264 2.920 -1.581
H -5.366 3.915 -0.435
C -3.914 1.610 -0.900
C -3.181 0.347 -0.460
H -2.282 0.213 -1.065
H -2.867 0.463 0.592
H -3.250 2.466 -0.777
H -4.172 1.519 -1.956
H -4.923 1.917 0.971
H -6.930 0.585 0.394
H -6.334 0.398 -1.262
H -5.814 -1.611 0.066
H -4.959 -0.614 1.269
H -2.556 -2.046 -1.312
H -4.058 -2.857 -0.842
C 2.402 -1.891 0.524
C 1.452 -0.719 0.602
C 0.794 -0.419 1.778
C -0.053 0.679 1.851
C -0.240 1.502 0.755
C 0.410 1.185 -0.459
C 1.229 0.074 -0.522
H 1.736 -0.174 -1.441
O 0.167 2.035 -1.495
C 0.898 1.858 -2.683
H 0.617 2.691 -3.326
H 0.639 0.918 -3.182
H 1.977 1.886 -2.498
O -1.012 2.623 0.733
C -1.646 3.020 1.922
H -2.368 2.271 2.266
H -0.923 3.217 2.720
H -2.176 3.940 1.680
H -0.546 0.892 2.786
H 0.936 -1.039 2.649
H 2.633 -2.225 1.546
H 2.273 -5.094 -0.727
H 3.106 -4.455 0.691
H 4.726 -4.414 -1.147
H 3.547 -3.714 -2.243
H 4.497 0.262 -1.942
H 5.243 2.539 -1.520
H 4.990 4.764 -0.764
H 6.660 4.157 -0.567
*
```

Output
M = 523.7 g mol⁻¹
energy = -46483.9883 eV
HOMO = -8.01 eV
maximum force = 0.7 eV Å⁻¹
SMILES = COc1ccc(N2C(=O)CC[C@@H](C(=O)NCCCN3CCC(C)CC3)[C@@H]2c2ccc(OC)c(OC)c2)cc1

Calculated atomic charges, method natural (NBO), unit e: number 1, C, carries -0.251; number 2, H, carries 0.200; number 3, O, carries -0.492; number 4, C, carries 0.296; number 5, C, carries -0.300; number 6, C, carries -0.194; number 7, C, carries 0.207; number 8, C, carries -0.231; number 9, C, carries -0.240; number 10, H, carries 0.223; number 11, H, carries 0.218; number 12, N, carries -0.491; number 13, C, carries 0.690; number 14, O, carries -0.617; number 15, C, carries -0.497; number 16, C, carries -0.383; number 17, C, carries -0.297; number 18, H, carries 0.202; number 19, C, carries 0.697; number 20, O, carries -0.641; number 21, N, carries -0.610; number 22, H, carries 0.393; number 23, C, carries -0.226; number 24, H, carries 0.189; number 25, H, carries 0.241; number 26, C, carries -0.438; number 27, H, carries 0.215; number 28, H, carries 0.208; number 29, C, carries -0.196; number 30, N, carries -0.453; number 31, C, carries -0.215; number 32, C, carries -0.400; number 33, C, carries -0.213; number 34, C, carries -0.596; number 35, H, carries 0.205; number 36, H, carries 0.202; number 37, H, carries 0.206; number 38, C, carries -0.411; number 39, C, carries -0.210; number 40, H, carries 0.204; number 41, H, carries 0.157; number 42, H, carries 0.218; number 43, H, carries 0.201; number 44, H, carries 0.186; number 45, H, carries 0.204; number 46, H, carries 0.203; number 47, H, carries 0.199; number 48, H, carries 0.157; number 49, H, carries 0.177; number 50, H, carries 0.192; number 51, C, carries -0.056; number 52, C, carries 0.059; number 53, C, carries -0.242; number 54, C, carries -0.295; number 55, C, carries 0.251; number 56, C, carries 0.334; number 57, C, carries -0.352; number 58, H, carries 0.224; number 59, O, carries -0.496; number 60, C, carries -0.251; number 61, H, carries 0.202; number 62, H, carries 0.170; number 63, H, carries 0.182; number 64, O, carries -0.490; number 65, C, carries -0.252; number 66, H, carries 0.173; number 67, H, carries 0.180; number 68, H, carries 0.202; number 69, H, carries 0.224; number 70, H, carries 0.226; number 71, H, carries 0.219; number 72, H, carries 0.216; number 73, H, carries 0.220; number 74, H, carries 0.244; number 75, H, carries 0.225; number 76, H, carries 0.225; number 77, H, carries 0.218; number 78, H, carries 0.174; number 79, H, carries 0.177